[1]
{"formula": "C24H29N7O2", "method": "ωB97M-V/def2-TZVPD", "orbital_gap_ev": 8.8, "homo_ev": -8.49, "smiles": "CNC(=O)[C@H](Cc1ccccc1)NC(C)=O.CCc1ccc2[nH]c(-c3cnnn3C)nc2c1", "energy_ha": -1465.73406, "species": ["O", "O", "N", "N", "N", "C", "C", "C", "C", "C", "C", "C", "C", "C", "C", "C", "C", "C", "C", "C", "C", "C", "N", "N", "N", "N", "C", "C", "C", "C", "C", "C", "C", "H", "H", "H", "H", "H", "H", "H", "H", "H", "H", "H", "H", "H", "H", "H", "H", "H", "H", "H", "H", "H", "H", "H", "H", "H", "H", "H", "H", "H"], "coordinates": [[0.84, 3.56, -1.01], [-2.38, 4.29, 1.83], [0.83, -3.62, 2.45], [1.19, -4.79, 2.05], [-0.21, -1.99, -1.38], [0.31, 3.75, 0.07], [-2.09, 3.21, 2.32], [0.28, -3.18, -1.11], [0.45, -2.88, 1.35], [0.59, -3.63, 0.23], [3.91, 0.55, 3.24], [2.69, -0.07, 3.56], [3.95, 1.92, 2.94], [-0.06, -3.34, -4.71], [-0.55, -2.30, -5.52], [-0.86, -0.91, -3.55], [1.51, 0.69, 3.57], [2.77, 2.67, 2.94], [-0.37, -1.95, -2.76], [0.02, -3.14, -3.33], [-0.95, -1.08, -4.95], [1.54, 2.06, 3.25], [0.43, -3.91, -2.27], [-3.01, 2.64, 3.12], [1.07, -4.84, 0.70], [-0.06, 2.69, 0.80], [0.12, 5.18, 0.53], [-2.92, 1.43, 3.93], [1.40, -6.03, -0.10], [-2.98, 0.23, -5.63], [-1.47, 0.04, -5.81], [0.26, 2.86, 3.27], [-0.71, 2.55, 2.12], [0.10, -1.85, 1.37], [4.82, -0.04, 3.24], [2.66, -1.12, 3.80], [4.89, 2.39, 2.69], [0.25, -4.28, -5.16], [-0.62, -2.45, -6.59], [-1.15, 0.02, -3.08], [0.57, 0.21, 3.82], [2.80, 3.73, 2.69], [0.80, -4.85, -2.33], [-3.87, 3.17, 3.18], [0.18, 1.83, 0.34], [0.90, 5.79, 0.08], [-0.85, 5.54, 0.18], [0.17, 5.27, 1.61], [-3.83, 0.83, 3.79], [-2.85, 1.70, 4.99], [-2.07, 0.81, 3.68], [0.53, -6.37, -0.66], [1.72, -6.84, 0.56], [2.22, -5.80, -0.79], [-3.34, 1.02, -6.28], [-3.51, -0.70, -5.87], [-3.20, 0.50, -4.59], [-1.26, -0.17, -6.87], [-0.95, 0.97, -5.56], [0.50, 3.93, 3.27], [-0.25, 2.66, 4.21], [-0.90, 1.48, 2.18]]}


[2]
{"formula": "C4H9ClN2", "method": "ωB97M-V/def2-TZVPD", "orbital_gap_ev": 8.7, "homo_ev": -7.82, "de_lowest_kj_mol": 245.12, "energy_ha": -727.39359, "species": ["C", "C", "C", "C", "N", "N", "Cl", "H", "H", "H", "H", "H", "H", "H", "H", "H"], "coordinates": [[-1.19, 0.34, 2.33], [2.06, -0.01, -1.03], [-2.26, 1.09, 2.22], [-0.67, -0.63, -1.25], [1.36, -0.73, -0.18], [0.13, -1.09, -0.16], [-3.81, 0.62, 2.80], [-0.25, 0.68, 1.94], [-1.21, -0.64, 2.76], [3.09, 0.18, -0.82], [1.62, 0.38, -1.92], [-2.26, 2.07, 1.77], [-1.71, -0.82, -0.99], [-0.54, 0.45, -1.44], [-0.43, -1.17, -2.18], [1.87, -1.09, 0.63]]}


[3]
{"formula": "C4H10N4S", "method": "ωB97M-V/def2-TZVPD", "orbital_gap_ev": 8.7, "homo_ev": -17.56, "de_lowest_kj_mol": 272.34, "charge": 2, "energy_ha": -774.85111, "species": ["C", "C", "C", "C", "N", "N", "N", "N", "S", "H", "H", "H", "H", "H", "H", "H", "H", "H", "H"], "coordinates": [[0.05, -0.86, -0.62], [-1.03, -1.45, 1.45], [-0.07, -0.78, 0.79], [-1.91, -2.70, -0.36], [-1.71, -2.44, 0.78], [-0.57, -1.66, -1.43], [0.68, 0.27, 1.39], [-0.40, -1.69, -2.74], [0.42, 3.03, 0.18], [0.79, -0.21, -0.99], [-1.29, -1.36, 2.53], [-2.36, -3.59, -0.84], [1.68, 0.15, 1.30], [0.64, 0.32, 2.40], [0.32, 1.30, 0.94], [-1.13, -2.30, -3.09], [0.58, 2.71, -1.15], [-0.36, -0.86, -3.30], [1.76, 2.91, 0.35]]}


[4]
{"formula": "C28H32Cl2O3SiTi", "method": "ωB97M-V/def2-TZVPD", "orbital_gap_ev": 3.2, "homo_ev": 0.67, "de_lowest_kj_mol": 34.13, "charge": -2, "energy_ha": -3371.43859, "species": ["C", "C", "C", "C", "C", "C", "C", "C", "C", "C", "Ti", "Cl", "Cl", "O", "H", "H", "H", "H", "H", "H", "H", "H", "H", "H", "H", "H", "H", "H", "H", "H", "O", "H", "O", "Si", "C", "C", "C", "C", "C", "C", "C", "C", "C", "C", "C", "C", "C", "C", "C", "C", "C", "C", "H", "H", "H", "H", "H", "H", "H", "H", "H", "H", "H", "H", "H", "H", "H"], "coordinates": [[2.68, 1.17, -1.43], [3.37, 0.57, -0.34], [2.90, 1.18, 0.85], [4.38, -0.50, -0.42], [1.99, 2.22, 0.50], [1.85, 2.21, -0.91], [0.96, 3.07, -1.72], [2.84, 0.79, -2.84], [3.25, 0.76, 2.22], [1.32, 3.13, 1.45], [-1.82, -0.07, -0.88], [2.17, -2.98, -0.09], [-0.94, -1.61, -2.08], [-0.62, 0.46, 0.32], [4.15, -1.19, -1.24], [4.35, -1.10, 0.50], [5.41, -0.12, -0.54], [3.18, -0.34, 2.28], [2.56, 1.21, 2.93], [4.27, 1.05, 2.51], [0.88, 2.55, 2.27], [0.55, 3.71, 0.93], [2.04, 3.84, 1.89], [0.83, 4.04, -1.22], [-0.04, 2.61, -1.84], [1.40, 3.25, -2.70], [2.63, -0.28, -2.96], [3.85, 0.98, -3.22], [2.15, 1.36, -3.47], [-0.65, 0.91, 1.17], [-2.49, 1.27, -1.81], [-2.32, 1.20, -2.77], [-3.00, -0.93, 0.28], [-3.75, -2.30, 0.90], [-4.51, -3.16, -0.59], [-4.04, -4.39, -1.07], [-4.52, -4.88, -2.29], [-5.43, -4.12, -3.03], [-5.86, -2.87, -2.57], [-5.40, -2.38, -1.35], [-2.65, -3.60, 1.74], [-1.30, -3.37, 2.05], [-0.63, -4.31, 2.85], [-1.29, -5.48, 3.28], [-2.63, -5.70, 2.95], [-3.32, -4.75, 2.19], [-4.88, -1.45, 2.11], [-5.08, -1.99, 3.39], [-5.78, -1.22, 4.33], [-6.24, 0.06, 4.00], [-6.01, 0.58, 2.72], [-5.32, -0.17, 1.77], [-3.33, -4.97, -0.46], [-4.18, -5.86, -2.63], [-5.75, -4.48, -4.01], [-6.55, -2.27, -3.16], [-5.77, -1.43, -0.95], [-0.74, -2.51, 1.62], [0.42, -4.14, 3.11], [-0.77, -6.21, 3.90], [-3.18, -6.59, 3.27], [-4.38, -4.90, 1.91], [-4.75, -3.01, 3.61], [-5.96, -1.65, 5.31], [-6.74, 0.67, 4.75], [-6.36, 1.57, 2.45], [-5.19, 0.23, 0.75]]}


[5]
{"formula": "C5H13N2", "method": "ωB97M-V/def2-TZVPD", "orbital_gap_ev": [5.4, 9.4], "spin_multiplicity": 3, "homo_ev": [-9.02, -15.70], "de_lowest_kj_mol": 62.01, "s_squared": 2.009, "charge": 1, "energy_ha": -307.37615, "species": ["C", "C", "C", "C", "C", "N", "N", "H", "H", "H", "H", "H", "H", "H", "H", "H", "H", "H", "H", "H"], "coordinates": [[-1.27, 1.37, -0.24], [-2.12, 0.66, 0.55], [1.07, -0.75, -0.47], [2.37, -0.28, 0.19], [0.60, -0.11, -1.68], [-1.85, 0.37, 1.92], [0.55, -1.80, 0.12], [-1.57, 1.81, -1.21], [-0.34, 1.69, 0.14], [-3.00, 0.32, -0.03], [2.35, 0.77, 0.22], [3.22, -0.62, -0.56], [2.64, -0.80, 1.08], [-0.03, -0.88, -2.28], [1.36, 0.57, -2.08], [-0.37, 0.50, -1.21], [-2.80, 0.17, 2.29], [-1.43, 1.22, 2.29], [0.88, -2.01, 1.10], [-0.27, -2.20, -0.16]]}


[6]
{"formula": "C5H7NO2", "method": "ωB97M-V/def2-TZVPD", "orbital_gap_ev": 10.0, "homo_ev": -9.17, "de_lowest_kj_mol": 332.43, "energy_ha": -399.83895, "species": ["C", "C", "C", "C", "C", "H", "H", "H", "H", "H", "H", "H", "N", "O", "O"], "coordinates": [[1.15, -0.56, 0.07], [1.52, 0.97, 0.05], [-0.69, 0.62, -0.38], [-2.11, 0.10, -0.20], [-0.31, -0.53, 0.51], [2.07, 1.19, 1.00], [2.17, 1.09, -0.87], [-0.01, 1.94, 1.01], [-0.47, 0.39, -1.43], [-2.64, 0.63, 0.63], [-2.74, 0.09, -1.09], [-0.35, -0.29, 1.58], [0.19, 1.75, -0.01], [1.95, -1.42, -0.26], [-1.54, -1.20, 0.13]]}


[7]
{"formula": "C18H36F6Hf2O10P2", "method": "ωB97M-V/def2-TZVPD", "orbital_gap_ev": 2.6, "homo_ev": -17.38, "de_lowest_kj_mol": 367.03, "charge": 4, "energy_ha": -2836.48938, "species": ["Hf", "Hf", "F", "F", "O", "P", "O", "F", "F", "O", "P", "O", "F", "F", "C", "C", "O", "C", "H", "H", "H", "H", "H", "H", "C", "C", "O", "C", "H", "H", "H", "H", "H", "H", "C", "C", "O", "C", "H", "H", "H", "H", "H", "H", "C", "C", "O", "C", "H", "H", "H", "H", "H", "H", "C", "C", "O", "C", "H", "H", "H", "H", "H", "H", "C", "C", "O", "C", "H", "H", "H", "H", "H", "H"], "coordinates": [[-0.96, -3.89, 1.48], [-3.20, 1.25, -1.37], [-3.13, -0.58, -2.82], [0.33, -4.52, -0.35], [-1.37, 0.25, -0.61], [-0.15, -0.52, -0.13], [-0.39, -1.87, 0.55], [0.69, 0.42, 0.97], [0.95, -0.68, -1.33], [-2.78, -2.41, 1.51], [-4.00, -1.61, 1.08], [-3.83, -0.43, 0.11], [-4.88, -1.28, 2.41], [-4.97, -2.78, 0.43], [-2.87, 2.45, 3.57], [-1.95, 1.35, 3.09], [-1.91, 1.03, 1.87], [-1.23, 0.54, 4.07], [-3.68, 2.54, 2.84], [-2.28, 3.36, 3.56], [-3.15, 2.24, 4.60], [-0.29, 1.01, 4.37], [-0.90, -0.34, 3.53], [-1.71, 0.26, 5.00], [3.75, 1.18, -0.79], [4.73, 1.43, 0.33], [5.73, 0.76, 0.57], [4.41, 2.50, 1.36], [2.79, 0.79, -0.44], [4.01, 0.43, -1.53], [3.49, 2.12, -1.28], [3.71, 2.26, 2.16], [3.96, 3.33, 0.81], [5.34, 2.69, 1.90], [-3.21, -4.26, -2.89], [-2.02, -3.56, -2.20], [-2.12, -3.24, -1.03], [-0.78, -3.08, -2.95], [-3.37, -4.04, -3.94], [-4.10, -3.76, -2.52], [-3.19, -5.31, -2.60], [-1.22, -2.53, -3.78], [-0.19, -3.97, -3.17], [-0.17, -2.34, -2.43], [0.76, 2.08, -4.13], [-0.67, 1.48, -4.10], [-1.30, 1.61, -3.04], [-1.23, 0.90, -5.40], [1.68, 1.49, -4.11], [0.74, 2.75, -3.27], [0.89, 2.69, -5.03], [-0.41, 0.45, -5.96], [-1.57, 1.78, -5.94], [-2.11, 0.29, -5.19], [3.72, -4.30, 3.08], [2.61, -3.35, 2.69], [1.57, -3.73, 2.13], [2.63, -1.93, 3.20], [3.60, -4.37, 4.16], [4.65, -3.90, 2.67], [3.34, -5.21, 2.61], [1.96, -2.02, 4.06], [2.39, -1.16, 2.46], [3.62, -1.66, 3.55], [0.91, 3.44, -0.64], [-0.52, 3.60, -0.16], [-1.44, 2.90, -0.61], [-0.84, 4.46, 1.06], [1.62, 3.80, 0.10], [1.04, 4.16, -1.45], [1.16, 2.41, -0.91], [-0.23, 4.17, 1.92], [-1.91, 4.48, 1.26], [-0.58, 5.52, 0.97]]}


[8]
{"formula": "C7H4CeNO5", "method": "ωB97M-V/def2-TZVPD", "orbital_gap_ev": [7.8, 7.8], "homo_ev": [-22.92, -22.92], "charge": 3, "energy_ha": -1173.96669, "species": ["O", "C", "Ce", "O", "C", "C", "O", "C", "O", "C", "O", "H", "C", "C", "N", "H", "H", "H"], "coordinates": [[-2.34, 0.97, 3.01], [-1.87, 0.81, 1.98], [-0.59, 0.49, -0.58], [-2.26, -2.94, 0.12], [-1.75, -1.92, -0.04], [-0.64, -0.42, -2.96], [-0.50, -0.64, -4.09], [-0.58, 2.77, -0.39], [-0.20, 2.59, -1.57], [-3.13, 0.87, -1.08], [-4.19, 1.19, -1.41], [-0.61, 3.73, 0.18], [3.53, -1.43, 1.30], [2.27, -0.94, 0.82], [1.26, -0.49, 0.43], [3.50, -2.52, 1.40], [3.74, -0.97, 2.28], [4.34, -1.15, 0.59]]}


[9]
{"formula": "C22H38Cl2HfN3O4S6Si2Te", "method": "ωB97M-V/def2-TZVPD", "orbital_gap_ev": 6.0, "homo_ev": -10.42, "de_lowest_kj_mol": 0.44, "charge": 1, "energy_ha": -5530.64076, "species": ["Hf", "Cl", "C", "C", "C", "C", "C", "Cl", "C", "S", "H", "H", "H", "S", "S", "S", "S", "C", "Si", "C", "C", "C", "Te", "C", "Si", "C", "C", "C", "H", "H", "H", "H", "H", "H", "H", "H", "H", "H", "H", "H", "H", "H", "H", "H", "H", "H", "H", "H", "H", "H", "C", "C", "S", "O", "O", "C", "C", "N", "C", "N", "C", "C", "N", "O", "O", "C", "H", "H", "H", "H", "H", "H", "H", "H", "H", "H", "H", "H", "H"], "coordinates": [[0.18, 1.12, -0.79], [2.61, 1.61, 1.42], [1.83, 2.55, 2.64], [2.56, 2.90, 3.76], [2.03, 3.63, 4.84], [0.70, 3.98, 4.82], [-0.07, 3.65, 3.71], [-1.68, 4.18, 3.57], [0.51, 2.96, 2.56], [-0.46, 2.76, 1.12], [3.62, 2.67, 3.74], [2.68, 3.83, 5.71], [0.21, 4.43, 5.72], [-1.53, 2.55, -1.77], [-1.27, 0.96, -3.18], [-1.39, -0.64, -1.86], [-0.71, -0.88, 0.37], [-5.12, 0.90, 1.36], [-4.58, 0.01, 2.97], [-5.62, 0.41, 4.50], [-4.76, -1.83, 2.57], [-2.79, 0.49, 3.40], [-0.95, -0.62, 3.03], [-1.45, -2.58, 3.82], [0.11, -3.37, 4.45], [-0.17, -5.09, 5.12], [1.28, -3.26, 2.93], [0.88, -2.39, 5.87], [-6.17, 1.25, 1.50], [-5.15, 0.18, 0.52], [-4.52, 1.79, 1.13], [-6.36, -0.41, 4.52], [-6.20, 1.37, 4.34], [-5.10, 0.48, 5.49], [-5.83, -2.14, 2.46], [-4.39, -2.47, 3.35], [-4.25, -2.06, 1.63], [-2.75, 0.59, 4.53], [-2.56, 1.47, 3.05], [-2.01, -3.07, 3.00], [-2.14, -2.30, 4.65], [-0.55, -5.87, 4.37], [-0.87, -5.07, 6.00], [0.80, -5.51, 5.42], [0.70, -3.50, 2.01], [2.08, -4.04, 3.00], [1.72, -2.27, 2.83], [0.18, -2.29, 6.74], [1.16, -1.36, 5.57], [1.79, -2.87, 6.28], [-0.26, 0.76, -8.76], [1.21, 0.45, -9.03], [2.51, 0.90, -7.85], [3.78, 0.47, -8.50], [2.26, 2.29, -7.56], [2.29, 0.04, -6.25], [3.27, 0.47, -5.16], [2.76, 0.23, -3.78], [2.21, 1.14, -2.97], [2.10, 0.71, -1.71], [2.78, -0.53, -1.65], [3.14, -0.88, -2.94], [3.94, -1.92, -3.30], [4.33, -2.07, -4.49], [4.22, -2.68, -2.30], [1.96, 2.58, -3.34], [-0.84, 0.57, -9.69], [-0.34, 1.85, -8.53], [-0.66, 0.05, -8.01], [1.47, 0.96, -9.98], [1.38, -0.64, -9.08], [2.44, -1.00, -6.48], [1.27, 0.19, -5.90], [3.54, 1.54, -5.24], [4.18, -0.04, -5.27], [3.08, -1.03, -0.75], [1.60, 3.08, -2.47], [1.25, 2.62, -4.14], [2.90, 3.06, -3.64]]}


[10]
{"formula": "C42H50BN11OSi2Y", "method": "ωB97M-V/def2-TZVPD", "orbital_gap_ev": [4.9, 4.5], "spin_multiplicity": 2, "homo_ev": [-0.80, -0.80], "s_squared": 0.783, "charge": -2, "energy_ha": -2950.46837, "species": ["Y", "C", "C", "N", "N", "C", "B", "N", "C", "C", "C", "N", "N", "C", "C", "C", "N", "N", "C", "C", "C", "N", "H", "H", "H", "H", "H", "H", "H", "H", "H", "H", "H", "H", "C", "Si", "C", "C", "N", "C", "C", "C", "C", "C", "C", "N", "Si", "C", "C", "C", "H", "H", "H", "H", "H", "H", "H", "H", "H", "H", "H", "H", "H", "H", "H", "H", "H", "H", "H", "H", "H", "H", "N", "C", "O", "C", "C", "H", "H", "H", "H", "H", "H", "C", "C", "C", "C", "C", "C", "C", "C", "C", "C", "C", "C", "C", "C", "C", "H", "H", "H", "H", "H", "H", "H", "H", "H", "H"], "coordinates": [[0.23, 0.09, -0.26], [-1.81, -4.08, 1.52], [-0.81, -3.23, 1.03], [-1.33, -2.17, 0.43], [-2.67, -2.32, 0.50], [-2.98, -3.45, 1.16], [-3.62, -1.28, -0.14], [-3.35, -1.16, -1.67], [-4.15, -0.50, -2.52], [-3.75, -0.78, -3.80], [-2.66, -1.65, -3.62], [-2.43, -1.88, -2.34], [-3.44, 0.08, 0.55], [-4.29, 0.78, 1.33], [-3.62, 1.88, 1.81], [-2.34, 1.77, 1.27], [-2.23, 0.69, 0.52], [-5.07, -1.87, -0.05], [-5.40, -2.98, -0.74], [-6.73, -3.24, -0.53], [-7.14, -2.20, 0.32], [-6.15, -1.37, 0.59], [-1.70, -5.00, 2.06], [0.26, -3.35, 1.07], [-4.01, -3.73, 1.34], [-4.96, 0.12, -2.14], [-4.18, -0.42, -4.72], [-2.02, -2.10, -4.36], [-5.30, 0.44, 1.48], [-4.00, 2.66, 2.46], [-1.48, 2.42, 1.39], [-4.66, -3.50, -1.34], [-7.32, -4.05, -0.93], [-8.12, -2.00, 0.73], [-0.84, -1.16, 3.62], [0.93, -0.64, 3.22], [1.70, -0.58, 4.97], [1.95, -2.07, 2.51], [0.94, 0.66, 2.12], [1.14, 2.00, 2.47], [1.61, 2.39, 3.73], [1.82, 3.71, 4.12], [1.56, 4.71, 3.21], [1.10, 4.36, 1.94], [0.88, 3.04, 1.51], [0.43, 2.72, 0.24], [0.06, 4.00, -0.83], [-0.60, 3.52, -2.52], [-1.32, 5.16, -0.22], [1.54, 5.11, -1.30], [-0.92, -2.22, 3.88], [-1.52, -0.97, 2.79], [-1.18, -0.58, 4.48], [1.64, -1.59, 5.37], [1.15, 0.08, 5.65], [2.75, -0.28, 4.97], [1.66, -3.03, 2.94], [3.00, -1.89, 2.76], [1.89, -2.15, 1.42], [1.85, 1.62, 4.44], [2.19, 3.93, 5.12], [1.70, 5.76, 3.46], [0.91, 5.17, 1.25], [-1.49, 2.89, -2.46], [0.14, 3.00, -3.13], [-0.87, 4.45, -3.03], [-2.24, 4.58, -0.08], [-1.53, 5.93, -0.97], [-1.10, 5.65, 0.73], [2.39, 4.48, -1.59], [1.88, 5.76, -0.49], [1.28, 5.74, -2.16], [-0.71, 0.65, -4.71], [-0.17, 0.54, -3.47], [-0.91, 0.61, -2.49], [1.32, 0.34, -3.37], [1.85, 0.82, -2.02], [-1.72, 0.55, -4.76], [-0.16, 0.37, -5.50], [1.78, 0.80, -4.26], [1.47, -0.74, -3.46], [1.93, 1.91, -2.01], [2.86, 0.42, -1.88], [1.28, -1.94, -0.91], [1.86, -2.89, -1.44], [2.56, -3.95, -2.00], [2.09, -4.47, -3.30], [2.98, -4.87, -4.30], [2.53, -5.34, -5.52], [1.17, -5.43, -5.78], [0.27, -5.03, -4.80], [0.71, -4.54, -3.58], [3.68, -4.53, -1.29], [4.24, -5.78, -1.62], [5.29, -6.31, -0.90], [5.82, -5.62, 0.19], [5.27, -4.40, 0.54], [4.22, -3.86, -0.18], [4.05, -4.79, -4.12], [3.24, -5.63, -6.29], [0.81, -5.81, -6.73], [-0.80, -5.09, -4.99], [0.01, -4.19, -2.83], [3.82, -6.35, -2.44], [5.69, -7.28, -1.17], [6.64, -6.04, 0.76], [5.66, -3.85, 1.40], [3.79, -2.91, 0.10]]}